Record 1
{"formula": "C43H86NO21PS", "method": "the ωB97M-V functional and the def2-TZVPD basis", "smiles": "O=C(CC[C@H]1[C@H](O)OC(=O)[C@@H]1P(O)(O)=S)Nc1ccccc1.COCCOCCOC.COCCOCCOC.COCCOCCOC.COCCOCCOC.COCCOCCOC", "total_energy_ha": -4064.07655, "homo_energy_ev": -8.8, "lumo_energy_ev": 0.02, "fmax_ev_per_a": 3.25, "species": ["O", "C", "C", "C", "C", "C", "O", "O", "C", "O", "C", "P", "O", "O", "S", "N", "C", "C", "C", "C", "C", "C", "H", "H", "H", "H", "H", "H", "H", "H", "H", "H", "H", "H", "H", "H", "H", "H", "C", "O", "C", "C", "O", "C", "C", "O", "C", "H", "H", "H", "H", "H", "H", "H", "H", "H", "H", "H", "H", "H", "H", "C", "O", "C", "C", "O", "C", "C", "O", "C", "H", "H", "H", "H", "H", "H", "H", "H", "H", "H", "H", "H", "H", "H", "C", "O", "C", "C", "O", "C", "C", "O", "C", "H", "H", "H", "H", "H", "H", "H", "H", "H", "H", "H", "H", "H", "H", "C", "O", "C", "C", "O", "C", "C", "O", "C", "H", "H", "H", "H", "H", "H", "H", "H", "H", "H", "H", "H", "H", "H", "C", "O", "C", "C", "O", "C", "C", "O", "C", "H", "H", "H", "H", "H", "H", "H", "H", "H", "H", "H", "H", "H", "H"], "positions_angstrom": [[2.02409, 2.64341, -1.87718], [1.64372, 2.22457, -0.80550], [1.36683, 0.72871, -0.61819], [2.13524, -0.17906, -1.59860], [3.61218, -0.44837, -1.30964], [4.56234, 0.75283, -1.19967], [5.83568, 0.58938, -1.75703], [4.56967, 1.01037, 0.20309], [4.07372, -0.03300, 0.92511], [3.79186, -0.05626, 2.09314], [3.99616, -1.24540, -0.06132], [5.70596, -1.95997, 0.04430], [6.80131, -0.88680, 0.59059], [5.77660, -3.17917, 1.11854], [6.25210, -2.62866, -1.66590], [1.42818, 3.20986, 0.25576], [2.73185, 3.48886, 0.81248], [3.66181, 4.21674, 0.11347], [4.91113, 4.46510, 0.60288], [5.25677, 3.96182, 1.83832], [4.32254, 3.25602, 2.54312], [3.06486, 3.01455, 2.05498], [0.29999, 0.58152, -0.83676], [1.50164, 0.36654, 0.40700], [1.63650, -1.15434, -1.57153], [2.06976, 0.16806, -2.63169], [3.96988, -1.04502, -2.16259], [4.10806, 1.52360, -1.83377], [6.41542, 1.11027, -1.18453], [3.31849, -2.03962, 0.25901], [6.60616, -0.61162, 1.50191], [6.55195, -3.02196, 1.67557], [0.87287, 2.75772, 0.98172], [3.37997, 4.59638, -0.86302], [5.64094, 5.04065, 0.04642], [6.24315, 4.11116, 2.26007], [4.60634, 2.86014, 3.51303], [2.39123, 2.42205, 2.66462], [7.30827, 0.50416, -6.43373], [6.39173, -0.52916, -6.72912], [5.71842, -1.06568, -5.60189], [4.21511, -1.14350, -5.80290], [3.52249, 0.09279, -5.90675], [3.76892, 0.93683, -7.02131], [3.34689, 0.40621, -8.38013], [4.10531, -0.71936, -8.78756], [3.34067, -1.81952, -9.23318], [8.30658, 0.08837, -6.26533], [7.34987, 1.17294, -7.29514], [7.00415, 1.09028, -5.56157], [5.92574, -0.48458, -4.69652], [6.09648, -2.08322, -5.44790], [3.80662, -1.62297, -4.90793], [3.95885, -1.80191, -6.63397], [4.80709, 1.27079, -7.03028], [3.16938, 1.83218, -6.83360], [3.51721, 1.19904, -9.11935], [2.27542, 0.18074, -8.36674], [2.38802, -1.90213, -8.70163], [3.91516, -2.72668, -9.04046], [3.15747, -1.74469, -10.31004], [-5.27534, 2.23431, 4.26193], [-4.86456, 2.69105, 2.98843], [-3.91020, 3.73912, 3.00806], [-2.72472, 3.46691, 2.09815], [-1.87844, 2.38410, 2.46672], [-2.41190, 1.06839, 2.43374], [-2.81165, 0.55147, 1.06609], [-3.91026, 1.26173, 0.52578], [-3.73875, 1.72256, -0.79738], [-6.16068, 2.78554, 4.59418], [-5.53447, 1.17835, 4.17230], [-4.48293, 2.32651, 5.01004], [-3.54587, 3.92529, 4.02405], [-4.41122, 4.64789, 2.65245], [-2.08510, 4.35292, 2.14141], [-3.03546, 3.37941, 1.05735], [-3.22115, 0.95856, 3.15467], [-1.60540, 0.42632, 2.80023], [-3.12176, -0.49573, 1.17060], [-1.94481, 0.58394, 0.39576], [-2.70073, 1.99026, -1.01865], [-4.34877, 2.61797, -0.91607], [-4.08503, 0.96374, -1.50676], [1.72211, -8.41322, 1.95098], [1.89459, -8.33001, 0.55199], [0.96217, -7.49965, -0.11702], [1.62788, -6.51550, -1.06400], [2.43446, -5.51093, -0.46954], [3.63068, -5.88482, 0.20686], [4.72803, -6.49245, -0.65125], [4.35417, -7.75600, -1.17888], [4.55890, -7.89808, -2.56897], [1.07060, -9.25586, 2.20329], [2.70145, -8.58324, 2.40052], [1.30948, -7.49198, 2.37295], [0.34126, -6.94573, 0.59586], [0.30628, -8.15053, -0.70817], [0.82137, -5.97176, -1.56484], [2.17218, -7.03219, -1.85487], [3.40236, -6.51157, 1.07011], [4.02347, -4.95147, 0.61565], [5.61256, -6.65059, -0.02249], [5.00014, -5.78921, -1.44451], [4.41072, -6.95655, -3.10597], [3.83064, -8.61964, -2.94310], [5.56444, -8.28207, -2.76846], [-9.81793, 7.79595, -1.48527], [-9.63594, 6.39995, -1.36997], [-9.99219, 5.65392, -2.52088], [-8.91257, 4.67007, -2.93786], [-7.69243, 5.22752, -3.40164], [-6.87608, 5.95919, -2.49942], [-6.26669, 5.17560, -1.35029], [-7.23792, 4.70505, -0.43438], [-7.13151, 3.33094, -0.10765], [-10.81499, 8.07858, -1.13318], [-9.07419, 8.28487, -0.85442], [-9.67829, 8.14851, -2.51129], [-10.22125, 6.31272, -3.36554], [-10.89675, 5.08356, -2.27691], [-9.31120, 4.11305, -3.79044], [-8.72929, 3.92873, -2.15923], [-7.39638, 6.84841, -2.14157], [-6.04371, 6.32537, -3.10719], [-5.59755, 5.84981, -0.79973], [-5.66426, 4.35329, -1.75042], [-6.76496, 2.73106, -0.94605], [-8.12825, 2.97106, 0.15189], [-6.47340, 3.20060, 0.75764], [-3.63716, -0.68927, 9.29993], [-3.32896, -1.74629, 8.41432], [-4.16479, -1.83336, 7.27408], [-3.37874, -1.96099, 5.98041], [-2.59688, -0.83818, 5.59932], [-1.49335, -0.46064, 6.41160], [-0.34344, -1.44886, 6.49817], [-0.70128, -2.64839, 7.16206], [-0.35095, -3.83253, 6.47609], [-4.33771, -1.03067, 10.06813], [-2.71162, -0.37781, 9.78610], [-4.05689, 0.17720, 8.78048], [-4.83142, -0.96669, 7.20356], [-4.78325, -2.73210, 7.38649], [-4.11305, -2.07935, 5.17820], [-2.77961, -2.87197, 5.96817], [-1.83137, -0.15643, 7.40267], [-1.09692, 0.44486, 5.94241], [0.45964, -0.98061, 7.08077], [0.04128, -1.64988, 5.49274], [-0.40543, -3.71162, 5.39006], [-1.05959, -4.60966, 6.76592], [0.65563, -4.15417, 6.76171]], "forces_ev_per_angstrom": [[-0.03, -0.56, 0.56], [-0.14, 1.24, -0.80], [-0.18, 0.00, -0.11], [0.00, -0.09, 0.63], [2.11, -1.89, -1.59], [-1.72, 0.04, -1.65], [0.01, -0.35, 1.11], [-0.05, 0.81, 0.81], [-0.43, -1.62, -0.31], [0.61, 0.78, -0.60], [-0.11, 1.42, 1.94], [1.16, -1.31, -2.55], [-0.99, -0.33, 0.73], [-0.57, 1.32, 0.47], [-0.08, -0.08, -0.15], [0.29, -1.95, -0.34], [-0.73, 0.12, 0.30], [-0.53, 0.67, -1.62], [0.86, 0.13, 0.14], [0.60, 0.21, 0.10], [0.46, -0.38, 1.23], [-0.30, -0.33, 0.60], [0.06, 0.18, 0.11], [0.04, 0.35, 0.03], [0.07, 0.06, -0.05], [-0.08, 0.24, 0.18], [-0.05, 0.22, -0.01], [-0.16, 0.69, 1.18], [0.26, -0.08, -0.24], [-0.08, 0.22, 0.08], [0.13, 0.25, -0.04], [-0.05, -0.32, 0.13], [0.01, 0.19, 0.06], [0.00, -0.02, 0.07], [-0.17, 0.01, -0.15], [-0.01, 0.08, -0.07], [-0.15, -0.03, -0.03], [-0.17, 0.04, -0.20], [0.06, -0.17, -0.18], [-0.18, 0.33, 0.18], [0.01, -0.05, -0.11], [-0.07, -0.22, -0.07], [-0.06, -0.01, 0.06], [0.13, 0.17, 0.07], [0.23, 0.03, -0.09], [-0.26, -0.15, 0.27], [0.23, 0.05, -0.12], [0.04, 0.10, 0.11], [0.04, -0.05, -0.03], [-0.01, -0.04, 0.03], [0.05, 0.03, -0.04], [-0.13, -0.03, 0.21], [0.01, 0.09, 0.05], [0.17, 0.06, -0.14], [0.09, -0.18, -0.16], [-0.07, -0.06, 0.03], [-0.16, 0.14, 0.10], [0.01, -0.09, 0.02], [-0.02, 0.04, -0.01], [0.04, 0.03, -0.05], [-0.15, -0.06, 0.01], [-0.19, 0.03, -0.18], [0.29, -0.10, 0.24], [-0.11, -0.07, -0.14], [0.09, 0.19, -0.17], [0.05, 0.10, -0.07], [0.02, -0.17, 0.25], [-0.25, -0.10, 0.08], [0.27, 0.23, -0.10], [-0.24, -0.16, 0.06], [0.04, 0.00, 0.14], [-0.04, 0.02, -0.03], [0.02, 0.02, -0.02], [-0.04, -0.07, 0.02], [0.18, 0.13, 0.03], [0.04, -0.04, 0.10], [-0.19, -0.10, 0.05], [-0.15, 0.02, -0.14], [0.04, 0.03, -0.05], [0.23, -0.07, 0.07], [-0.04, 0.08, -0.06], [0.03, -0.05, 0.03], [-0.03, -0.04, -0.02], [0.12, 0.06, -0.13], [0.07, -0.22, -0.14], [0.00, 0.36, 0.19], [0.12, -0.13, -0.08], [0.02, -0.03, -0.23], [-0.03, 0.07, 0.03], [0.00, 0.02, 0.19], [-0.07, -0.16, 0.12], [-0.18, 0.25, -0.23], [0.05, -0.21, 0.15], [-0.06, 0.07, 0.12], [-0.01, -0.06, -0.02], [-0.03, 0.01, -0.03], [0.05, -0.02, 0.05], [-0.14, 0.17, -0.07], [-0.01, 0.06, 0.08], [0.08, -0.18, 0.14], [0.03, -0.24, -0.13], [0.03, 0.03, -0.11], [0.01, 0.25, 0.06], [-0.04, -0.02, -0.04], [0.04, 0.03, 0.02], [0.04, -0.05, 0.04], [0.01, 0.09, -0.14], [-0.06, -0.12, 0.23], [0.20, 0.17, -0.32], [0.03, -0.06, 0.18], [-0.01, -0.23, 0.05], [0.01, 0.00, -0.04], [0.00, 0.21, -0.06], [-0.12, 0.15, 0.22], [-0.05, -0.25, -0.37], [-0.01, 0.19, 0.31], [-0.02, 0.12, -0.10], [-0.04, -0.02, 0.05], [-0.02, -0.03, -0.02], [0.03, 0.06, 0.05], [-0.03, -0.08, -0.21], [0.03, 0.08, -0.06], [-0.03, 0.15, 0.19], [-0.08, -0.10, 0.22], [0.00, -0.09, -0.04], [0.15, 0.02, -0.19], [-0.07, -0.05, -0.01], [0.02, 0.04, -0.03], [0.01, 0.05, 0.05], [0.05, -0.20, -0.07], [0.07, -0.24, 0.10], [0.00, 0.37, -0.18], [0.12, -0.13, 0.07], [0.01, -0.20, -0.14], [-0.01, 0.01, -0.02], [-0.03, 0.22, 0.09], [-0.01, -0.01, 0.24], [-0.16, -0.04, -0.38], [0.02, 0.00, 0.27], [-0.07, 0.13, 0.01], [-0.01, -0.06, 0.03], [-0.03, -0.02, -0.03], [0.05, 0.03, 0.05], [-0.13, 0.04, -0.19], [-0.02, 0.11, 0.00], [0.07, 0.00, 0.24], [0.04, -0.22, 0.11], [0.00, -0.06, -0.09], [0.03, 0.17, -0.16], [-0.05, -0.07, -0.01], [0.03, 0.03, -0.01], [0.03, 0.01, 0.06], [0.03, -0.05, -0.15]]}

=====

Record 2
{"formula": "C33H36F2O22S", "method": "the ωB97M-V functional and the def2-TZVPD basis", "smiles": "C=CC1=C(F)C(=O)c2ccc([C@@H](C)F)c(C[SH](=O)=O)c2C1=O.O=C1OCCO1.O=C1OCCO1.O=C1OCCO1.O=C1OCCO1.O=C1OCCO1.O=C1OCCO1", "total_energy_ha": -3531.93996, "homo_energy_ev": -8.1, "lumo_energy_ev": -1.87, "fmax_ev_per_a": 4.83, "species": ["C", "C", "C", "C", "F", "C", "O", "C", "C", "C", "C", "C", "C", "F", "C", "C", "S", "O", "O", "C", "C", "O", "H", "H", "H", "H", "H", "H", "H", "H", "H", "H", "H", "H", "O", "C", "O", "C", "C", "O", "H", "H", "H", "H", "O", "C", "O", "C", "C", "O", "H", "H", "H", "H", "O", "C", "O", "C", "C", "O", "H", "H", "H", "H", "O", "C", "O", "C", "C", "O", "H", "H", "H", "H", "O", "C", "O", "C", "C", "O", "H", "H", "H", "H", "O", "C", "O", "C", "C", "O", "H", "H", "H", "H"], "positions_angstrom": [[0.15040, -1.43687, 5.10255], [-1.28112, -1.46952, 4.98165], [-1.85782, -2.13410, 3.62450], [-2.63381, -3.33890, 3.62213], [-2.95386, -4.01514, 4.82461], [-3.13929, -3.89262, 2.22553], [-4.01183, -4.80145, 2.23307], [-2.59795, -3.36485, 0.81603], [-2.95215, -4.14179, -0.46761], [-2.38312, -3.58159, -1.81334], [-1.52715, -2.26465, -1.81494], [-0.98940, -1.79469, -3.26287], [0.63249, -1.97434, -3.25164], [-1.46342, -2.66435, -4.32824], [-1.21814, -1.46559, -0.49572], [-0.37644, -0.10211, -0.57374], [-1.55098, 1.35914, -0.37072], [-1.84331, 2.04782, -1.67840], [-0.95324, 2.26561, 0.68610], [-1.75399, -2.04636, 0.85722], [-1.51172, -1.33711, 2.26327], [-1.09064, -0.15022, 2.38510], [0.66928, -0.40913, 5.01690], [0.82169, -2.34879, 5.23082], [-2.02825, -1.04092, 5.72350], [-3.58060, -5.09697, -0.46032], [-2.63773, -4.15115, -2.77793], [-1.27822, -0.71102, -3.48294], [0.92363, -1.97592, -2.13178], [0.93917, -2.98205, -3.68793], [1.14630, -1.07644, -3.73223], [0.10482, 0.05425, -1.60084], [0.43911, -0.10335, 0.22344], [-2.70027, 0.80278, 0.23273], [3.80595, 2.80765, -2.31137], [2.83977, 3.39935, -1.91800], [1.57600, 2.89811, -1.92560], [0.76432, 3.79885, -1.17871], [1.51920, 5.08879, -1.27108], [2.86880, 4.66083, -1.40692], [-0.23468, 3.86845, -1.60885], [0.68393, 3.43389, -0.15332], [1.24341, 5.67462, -2.15337], [1.39503, 5.70852, -0.38175], [3.13228, 0.40244, 4.73020], [2.77565, 1.53901, 4.58976], [1.66771, 2.07397, 5.17346], [1.71612, 3.47709, 4.95025], [2.57660, 3.59737, 3.73480], [3.42489, 2.45942, 3.82475], [0.71508, 3.87982, 4.79217], [2.15951, 3.95929, 5.82678], [2.00036, 3.53582, 2.80746], [3.16150, 4.51847, 3.72862], [2.73988, -5.66926, -4.02533], [2.57894, -5.43597, -5.18797], [3.09000, -6.18690, -6.20149], [2.49474, -5.72451, -7.40587], [2.09365, -4.32060, -7.06728], [1.86062, -4.38278, -5.66717], [3.20598, -5.76760, -8.23203], [1.63632, -6.35990, -7.64251], [2.89213, -3.59838, -7.26122], [1.19389, -4.00456, -7.59728], [5.66479, 7.84066, 1.40897], [6.10747, 7.17878, 0.51393], [6.05546, 5.82019, 0.46424], [6.47198, 5.43371, -0.83874], [7.30297, 6.59652, -1.28788], [6.72842, 7.69008, -0.58529], [7.04071, 4.50345, -0.80436], [5.58639, 5.28573, -1.46320], [8.35264, 6.49952, -0.99484], [7.24969, 6.75559, -2.36591], [-4.73394, -8.65697, -1.39882], [-5.30004, -8.46512, -0.36098], [-4.98480, -9.07904, 0.81200], [-5.72016, -8.42390, 1.83689], [-6.87633, -7.82604, 1.09487], [-6.34289, -7.60381, -0.20307], [-6.03787, -9.13425, 2.60165], [-5.08216, -7.66514, 2.29935], [-7.72415, -8.51312, 1.01636], [-7.21862, -6.89067, 1.54002], [-0.43970, 4.40518, 2.63981], [-1.38830, 5.05773, 2.31043], [-1.86498, 5.13338, 1.03844], [-3.11264, 5.81022, 1.09886], [-3.00459, 6.60503, 2.36486], [-2.12787, 5.82063, 3.16122], [-3.25498, 6.44159, 0.22055], [-3.91565, 5.06836, 1.13702], [-2.55265, 7.58836, 2.20474], [-3.96820, 6.73449, 2.85978]], "forces_ev_per_angstrom": [[-1.50, 1.05, -0.01], [1.34, -1.14, -1.66], [-1.13, -3.12, 1.77], [1.83, 2.71, -0.81], [0.61, 1.53, -3.25], [-2.19, -2.54, 0.11], [2.76, 2.74, -0.10], [0.94, 1.25, -0.87], [2.50, 3.44, -0.41], [0.35, 1.59, 3.59], [-1.93, -1.69, 1.56], [1.60, -0.69, 0.66], [-0.63, 0.46, 1.23], [0.14, 1.49, 1.86], [-1.50, -2.53, -0.25], [-0.53, -1.46, -0.45], [1.84, 3.78, 1.14], [0.23, -2.52, 2.69], [-1.77, -2.62, -2.55], [-0.70, -1.46, -2.80], [0.44, 1.84, 0.76], [-1.48, -4.48, -1.04], [-0.74, -1.57, 2.04], [-0.98, 1.06, -1.90], [1.14, 0.78, -1.79], [1.06, 1.67, 0.18], [0.66, 1.23, 1.64], [0.12, -1.66, 0.13], [-0.17, -0.07, -1.90], [-0.52, 1.52, 0.42], [-0.65, -1.43, 0.38], [-0.83, -0.23, 1.46], [-1.42, 0.44, -0.87], [0.86, 0.16, -0.89], [-0.65, 0.49, 0.29], [0.64, -0.57, -0.30], [0.77, 0.18, -0.18], [-0.76, 0.21, 0.45], [-0.33, 0.77, 0.10], [0.16, -0.58, -0.23], [0.17, -0.21, 0.01], [0.00, 0.11, -0.15], [0.06, -0.04, 0.02], [0.21, -0.08, -0.07], [-0.33, 0.81, -0.11], [0.35, -0.75, 0.01], [0.57, -0.42, -0.30], [-0.65, 0.72, 0.46], [0.06, 0.76, -0.72], [-0.25, -0.60, 0.53], [0.07, -0.23, 0.00], [0.04, -0.08, -0.04], [-0.03, -0.01, 0.12], [0.12, -0.21, -0.03], [-0.16, 0.24, -0.94], [0.21, -0.31, 1.14], [-0.18, 0.38, 0.40], [0.03, -0.41, -0.73], [-0.22, 0.68, -0.53], [0.23, -0.46, 0.16], [0.04, -0.10, 0.20], [0.03, 0.05, 0.04], [-0.02, -0.06, 0.03], [0.02, 0.02, 0.24], [0.33, -0.50, -0.71], [-0.41, 0.48, 0.81], [0.10, 0.69, 0.09], [-0.15, -0.85, -0.46], [0.58, 0.04, -0.59], [-0.32, -0.17, 0.44], [-0.15, 0.07, 0.18], [0.05, -0.01, 0.07], [-0.06, 0.02, 0.01], [-0.05, 0.17, 0.15], [-0.45, 0.20, 0.82], [0.55, -0.23, -0.91], [-0.20, 0.22, -0.58], [0.18, -0.03, 0.92], [-0.75, 0.31, 0.31], [0.47, -0.30, -0.07], [0.15, -0.06, -0.17], [-0.05, -0.01, -0.07], [0.07, 0.01, -0.02], [0.08, -0.01, -0.22], [-0.62, 0.67, -0.20], [0.78, -0.66, 0.19], [0.31, 0.11, 0.55], [-0.56, 0.03, -0.63], [-0.48, 0.68, 0.27], [0.28, -0.40, -0.33], [0.16, -0.16, 0.01], [0.06, 0.03, 0.02], [0.00, -0.07, 0.00], [0.19, -0.08, 0.11]]}